Record 1
59
Properties=species:S:1:pos:R:3:lowdin_spin:R:1 method="wB97M-V/def2-TZVPD" fmax_ha_per_bohr=0.002 total_charge=-1 gap_ev="7.3 / 6.1" e_lumo_ev="2.145 / 0.688" spin_multiplicity=2
Pt 1.3612 -1.6636 0.1546 0.41
Ge 0.6069 0.3103 -1.0312 0.09
Cl 4.2412 -1.9611 -1.0869 0.03
Cl 5.0437 -3.3404 -3.7648 0.00
Cl -0.1559 -4.3408 -4.7768 0.00
Cl -0.9464 -2.9437 -2.1268 0.00
Cl 2.8367 -4.5488 -5.6115 0.00
S 1.2295 -0.4777 2.1454 0.06
S 0.2473 -3.4075 1.1743 0.24
N -1.7649 -0.7796 7.4866 0.00
N -2.9792 -4.4781 6.2815 0.00
C -1.2786 2.9331 -1.6358 0.00
C -0.2269 -2.7417 2.7163 0.02
C 1.7813 1.7973 -0.5107 0.03
C 3.3864 -3.2658 -3.2922 0.00
C -1.9356 4.0789 -1.9822 0.00
C -3.9169 3.3257 -0.8552 0.00
C 2.3071 3.6706 0.9277 0.00
C 1.0679 -3.7114 -3.7367 0.00
C -1.4611 -3.0197 4.7832 0.00
C -1.0437 -1.7397 5.1975 0.01
C 0.6891 0.1884 -2.9915 0.02
C 1.6896 -2.5884 -1.6533 0.02
C 3.0111 -2.6752 -2.0914 0.01
C 2.4030 -3.7984 -4.1204 0.01
C -1.4506 -1.2078 6.4669 0.00
C -3.2779 -0.0104 0.6339 0.00
C -3.2591 2.1271 -0.4816 0.00
C 0.7337 -3.1089 -2.5251 0.00
C 3.8354 3.0440 -0.8154 0.00
C 1.4598 2.6369 0.5557 0.01
C -3.9235 1.1369 0.2832 0.00
C -1.9136 1.9142 -0.8771 0.00
C -0.2334 -0.9845 4.3706 0.00
C 2.9822 2.0124 -1.1854 0.01
C 0.1919 -1.4656 3.1268 0.01
C -1.9373 -0.2201 0.2407 0.00
C -2.3059 -3.8272 5.6140 0.00
C 3.4969 3.8765 0.2417 0.01
C -3.2760 4.2806 -1.5889 0.00
C -1.2468 0.7068 -0.4971 0.00
C -1.0520 -3.4984 3.5508 0.02
H 0.5374 2.4775 1.1034 0.00
H 4.1607 4.6809 0.5344 0.00
H 3.2639 1.3638 -2.0085 0.00
H 0.4608 1.1615 -3.4291 0.00
H -4.9453 3.4685 -0.5427 0.00
H 4.7658 3.1943 -1.3497 0.00
H 0.0833 -0.0001 4.6897 0.00
H -4.9508 1.3115 0.5824 0.00
H -0.2455 2.8058 -1.9306 0.00
H -0.0432 -0.5343 -3.3502 0.00
H -3.7832 -0.7679 1.2203 0.00
H -1.4496 -1.1421 0.5350 0.00
H -1.4235 4.8402 -2.5572 0.00
H -3.7888 5.1928 -1.8670 0.00
H 1.6787 -0.1240 -3.3266 0.00
H 2.0412 4.3141 1.7575 0.00
H -1.3782 -4.4778 3.2256 0.00

***

Record 2
51
Properties=species:S:1:pos:R:3:mulliken_charge:R:1 method="wB97M-V/def2-TZVPD" fmax_ha_per_bohr=0.015 total_charge=0 gap_ev=8.1 smiles="CC(=O)N1CCN(CCN/C=C2/C(=O)NC(=S)N(c3ccc(F)cc3)C2=O)CC1" e_lumo_ev=-0.162
S -2.8653 2.9556 3.3136 -0.34
F 2.2159 5.6582 1.6058 -0.34
O 2.2068 -0.2646 1.8247 -0.69
O -0.6863 1.0075 -0.6222 -0.84
O -4.7402 -0.8438 0.9387 -0.69
N 2.4927 -1.7503 0.1668 0.13
N -3.7520 0.9261 1.9352 -0.06
N -1.7514 1.8490 1.1860 0.43
N 0.4760 -2.9803 -1.3573 0.06
N -1.7154 -1.0645 -1.8721 0.00
C 1.2459 4.7263 1.5093 0.44
C 2.6681 -0.5268 0.7289 1.19
C -1.6469 0.9409 0.1442 1.38
C 1.5282 3.4232 1.8738 -0.84
C -2.7034 -0.0383 0.0286 -0.49
C 3.4996 0.4706 -0.0452 -1.46
C 2.7420 -2.1047 -1.2090 -1.42
C 0.0002 5.1055 1.0407 -0.86
C -3.8153 -0.0595 0.9606 0.34
C 0.5338 2.4668 1.7712 -0.04
C 1.4228 -2.0869 -1.9939 -0.18
C -2.7790 1.8660 2.0872 0.31
C -0.7180 2.8365 1.3062 -1.20
C 1.5603 -2.6704 0.7848 -1.38
C -1.4833 -2.1466 -2.7825 -0.93
C -0.9886 4.1461 0.9366 0.17
C -0.6846 -3.3189 -2.1377 -1.00
C -2.6644 -1.0042 -0.9632 -0.39
C 0.2350 -2.6048 0.0250 0.09
H -1.3548 -3.8892 -1.4915 0.43
H -0.1554 -1.5813 0.1293 -0.18
H 2.5075 3.1622 2.2412 0.53
H -3.4579 -1.7426 -0.9848 0.52
H -0.1839 6.1318 0.7666 0.44
H -1.0011 -0.3335 -1.7655 0.28
H -4.5040 0.9484 2.6155 0.27
H 4.4552 0.0444 -0.3401 0.46
H -0.9283 -1.7522 -3.6357 0.41
H -0.3653 -3.9717 -2.9574 0.42
H -2.4382 -2.5436 -3.1371 0.44
H 1.5994 -2.4331 -3.0147 0.49
H -1.9715 4.4129 0.5792 0.47
H -0.4817 -3.3017 0.4624 0.57
H 0.7454 1.4443 2.0445 0.60
H 1.4218 -2.3722 1.8242 0.53
H 1.9744 -3.6807 0.7364 0.37
H 2.9590 0.8022 -0.9292 0.27
H 1.0597 -1.0451 -2.0271 0.11
H 3.4572 -1.4253 -1.6674 0.49
H 3.6750 1.3317 0.5933 0.33
H 3.1541 -3.1192 -1.2269 0.37

***

Record 3
22
Properties=species:S:1:pos:R:3:lowdin_spin:R:1 method="wB97M-V/def2-TZVPD" fmax_ha_per_bohr=0.019 total_charge=+1 gap_ev="4.6 / 10.8" e_lumo_ev="-3.062 / -3.535" spin_multiplicity=4
Ti 0.0133 0.0074 -0.4709 2.51
O 1.8290 -0.5645 -1.9337 0.08
O 0.5299 -2.3582 0.0726 0.04
O 1.7316 0.2968 0.8601 0.06
O -2.2571 -0.9318 -1.0666 0.06
O -1.3539 2.2709 1.4408 0.02
O -0.3958 2.2201 -1.3383 0.08
O -1.0963 -0.6496 1.9329 0.03
H 0.1958 -2.8427 0.8381 0.01
H -1.6103 -1.4464 1.7475 0.01
H 1.4887 -2.4760 0.1223 0.01
H -0.9806 -0.6515 2.8926 0.00
H 2.7136 -0.8556 -1.6570 0.01
H -2.0745 -1.8809 -1.0525 0.01
H -0.5171 2.7465 1.4418 0.00
H 0.0964 2.7290 -1.9902 0.01
H -1.3014 2.5580 -1.3599 0.01
H 2.4465 0.7550 0.3885 0.02
H 2.0432 0.1873 1.7648 0.00
H 1.9809 0.1332 -2.5848 0.02
H -2.2657 -0.7193 -2.0123 0.02
H -1.2160 1.4723 1.9641 0.00

***

Total energy, respectively: -6594.7849; -1734.8549; -1384.2744 Eh.
Energy above the lowest of the compared OMol25 structures with the same formula, charge and spin, respectively: 0.0; 0.0; 5.8 kcal/mol.